# 1
{"formula": "C4H6O5", "method": "the ωB97M-V functional and the def2-TZVPD basis", "total_charge": 0, "e_homo_ev": -9.24, "relative_energy_kcal_mol": 75.10, "gap_ha": 0.3246, "e_lumo_ha": -0.015, "elements": ["H", "H", "C", "H", "C", "O", "O", "H", "H", "O", "H", "C", "C", "O", "O"], "positions_angstrom": [[-1.65197, -1.67333, -0.06306], [1.51688, 1.40710, 0.17204], [1.26352, 0.61067, -0.53343], [-0.30120, 1.79460, -1.44287], [0.13982, -0.51637, 1.46215], [-1.12148, -1.21861, -0.73131], [1.13458, -1.26430, 1.43602], [-1.75794, 0.63044, 1.23516], [0.06889, 0.22045, -2.26828], [-0.64805, -0.19131, 2.32086], [1.82360, -0.99209, 0.35705], [-0.75854, 0.03636, -0.26204], [0.03172, 0.76723, -1.32931], [1.99895, -0.42335, -0.61913], [-1.73878, 0.81252, 0.26615]]}

***

# 2
{"formula": "C18H18MnN5O2", "method": "the ωB97M-V functional and the def2-TZVPD basis", "total_charge": 1, "e_homo_ev": [-10.06, -10.05], "spin_multiplicity": 6, "relative_energy_kcal_mol": 3.05, "gap_ha": [0.2297, 0.2196], "e_lumo_ha": [-0.140, -0.150], "elements": ["N", "C", "C", "C", "C", "H", "H", "H", "C", "H", "H", "H", "C", "C", "H", "N", "H", "C", "C", "H", "H", "H", "C", "Mn", "C", "H", "C", "H", "N", "C", "N", "O", "C", "H", "H", "H", "H", "C", "O", "N", "C", "C", "H", "C"], "positions_angstrom": [[-0.15310, -0.41800, 2.20520], [4.81425, -1.28885, -1.51085], [-0.34071, -1.66001, 4.24450], [-1.13498, 3.18803, -1.44335], [1.65334, -0.73268, 0.64789], [-3.89324, -0.08873, -1.20321], [-0.85971, -1.81324, 5.17964], [-3.36635, -2.49979, -0.80970], [0.95499, -1.13483, 1.88561], [-1.41286, 4.81450, -2.80393], [2.02315, 2.31373, -3.34734], [-2.03603, 3.40089, -0.87922], [3.45920, -0.64713, -0.90165], [1.41690, -2.15423, 2.70843], [3.30487, 0.82425, -2.42735], [-3.26758, 0.55169, 0.69236], [2.28095, -2.73094, 2.41142], [0.76946, -2.42092, 3.90059], [-2.92473, -1.71416, -0.19464], [-1.60307, -1.17839, -1.67262], [1.12323, -3.20525, 4.55551], [-3.45919, 0.29831, 1.65755], [2.80726, 0.37011, -1.58052], [-0.95841, 0.68530, 0.50968], [0.73390, 1.85252, -1.70262], [-4.83471, -0.78743, 0.11980], [-3.83176, -0.49528, -0.19281], [-2.82023, -2.09649, 0.82336], [0.97578, 0.14706, -0.09803], [1.12210, 2.58393, -2.81602], [-1.58682, -1.31704, -0.66738], [5.11619, -2.32272, -0.91081], [1.54797, 0.75205, -1.14232], [-3.76448, 1.42165, 0.53290], [0.65416, 4.24081, -4.09363], [3.47944, -1.90171, 0.81699], [-1.63503, -0.08371, 3.60215], [-0.76665, -0.68828, 3.36515], [5.25725, -0.62165, -2.44615], [-0.40201, 2.14919, -1.02417], [2.91233, -1.16667, 0.26192], [-0.79530, 3.97313, -2.52460], [-0.91591, -2.05744, -0.49481], [0.35612, 3.65842, -3.23288]]}

***

# 3
{"formula": "C3H3N3O", "method": "the ωB97M-V functional and the def2-TZVPD basis", "total_charge": 0, "e_homo_ev": -8.59, "relative_energy_kcal_mol": 87.16, "gap_ha": 0.3074, "e_lumo_ha": -0.008, "elements": ["C", "N", "C", "C", "N", "H", "H", "H", "N", "O"], "positions_angstrom": [[0.00921, 0.58058, 0.13867], [0.79528, -0.41157, 0.58552], [-1.03829, 0.17150, -0.67304], [0.69938, -1.77166, 0.22814], [-0.27258, -2.01257, -0.68935], [-1.78768, 0.86670, -1.03640], [1.62969, -0.27700, 1.14226], [0.89744, 2.05965, 1.01456], [-1.12142, -1.08759, -1.09202], [0.18898, 1.88195, 0.38167]]}

***

# 4
{"formula": "ClH2NP2", "method": "the ωB97M-V functional and the def2-TZVPD basis", "total_charge": 0, "e_homo_ev": -9.14, "relative_energy_kcal_mol": 15.27, "gap_ha": 0.3113, "smiles": "N=P#[PH]Cl", "e_lumo_ha": -0.024, "elements": ["Cl", "P", "N", "H", "P", "H"], "positions_angstrom": [[2.39733, 2.45460, 1.33340], [1.37681, 0.56847, 1.27082], [-0.91226, -0.46069, 0.12656], [-1.84905, -0.59961, -0.06034], [-0.61494, 1.02936, 0.34619], [1.58739, 0.46482, -0.18195]]}